# 1
{
  "formula": "C7H12",
  "method": "wB97M-V/def2-TZVPD",
  "gap_ev": 10.45,
  "total_charge": 0,
  "de_lowest_kcal_mol": 30.0,
  "elements": ["C", "C", "C", "C", "C", "C", "C", "H", "H", "H", "H", "H", "H", "H", "H", "H", "H", "H", "H"],
  "xyz": [[2.941, 1.185, -0.478], [1.646, 0.931, -0.358], [1.157, -0.516, -0.276], [-0.344, -0.661, -0.254], [-0.994, -1.005, -1.350], [-1.030, -0.432, 1.087], [-2.317, 0.362, 1.005], [3.320, 2.195, -0.622], [3.692, 0.415, -0.574], [0.890, 1.704, -0.325], [1.553, -1.130, -1.079], [1.564, -0.895, 0.667], [-0.500, -1.228, -2.292], [-2.057, -1.219, -1.347], [-1.126, -1.449, 1.465], [-0.346, 0.095, 1.752], [-2.097, 1.381, 0.693], [-3.076, -0.041, 0.345], [-2.877, 0.306, 1.943]],
  "atomic_forces_ev_per_a": [[-0.0502, 0.8660, -0.4803], [0.2738, -1.0032, -0.1763], [-0.2178, 0.4248, 0.5157], [0.4110, 0.4764, 0.2115], [-0.4540, -0.5981, -0.4406], [0.4548, -0.2130, -0.8410], [-0.7067, -0.5070, 0.3895], [-0.1532, -0.0759, 0.2316], [-0.0740, -0.2742, 0.1440], [0.0752, 0.1920, 0.0040], [0.2300, 0.1255, -0.1377], [-0.0665, -0.2899, -0.0464], [0.1441, 0.1293, 0.1957], [-0.0732, 0.2916, 0.0411], [-0.4243, 0.0449, 0.4903], [0.1253, -0.0326, 0.0718], [-0.1893, 0.0988, 0.1971], [0.2596, -0.2110, -0.6771], [0.4355, 0.5556, 0.3069]]
}

# 2
{
  "formula": "C7H12",
  "method": "wB97M-V/def2-TZVPD",
  "gap_ev": 10.26,
  "total_charge": 0,
  "de_lowest_kcal_mol": 48.5,
  "elements": ["C", "C", "C", "C", "C", "C", "C", "H", "H", "H", "H", "H", "H", "H", "H", "H", "H", "H", "H"],
  "xyz": [[3.665, 0.076, 0.646], [2.558, -0.861, 0.485], [1.521, -1.289, 0.043], [0.300, -0.952, -0.706], [-0.717, -0.241, 0.173], [-1.864, 0.285, -0.674], [-2.988, 0.867, 0.156], [3.287, 0.973, 1.150], [3.957, 0.420, -0.355], [4.538, -0.299, 1.184], [-0.189, -1.706, -1.341], [0.753, -0.212, -1.367], [-1.078, -0.917, 0.960], [-0.203, 0.576, 0.694], [-2.240, -0.541, -1.292], [-1.484, 1.035, -1.382], [-3.360, 0.113, 0.857], [-2.635, 1.722, 0.744], [-3.820, 1.198, -0.472]],
  "atomic_forces_ev_per_a": [[0.2569, 0.2082, 0.1035], [-0.3627, -0.1367, -0.2523], [0.4523, 0.2995, 0.1002], [0.0821, -0.0661, -0.1296], [-0.0267, 0.0253, 0.1088], [0.0083, -0.0627, -0.1780], [-0.1413, 0.0647, 0.1193], [0.1360, -0.2003, 0.1756], [0.2022, -0.2169, 0.1866], [-0.1264, 0.0316, -0.0989], [0.3859, -0.0996, 0.4530], [-0.5332, 0.1011, -0.5330], [-0.0472, 0.0452, -0.2038], [-0.1392, -0.0402, -0.0576], [-0.0495, 0.0931, 0.0770], [-0.0230, -0.0911, 0.1258], [-0.0523, 0.1366, -0.0623], [-0.0916, -0.0844, -0.0684], [0.0695, -0.0071, 0.1341]]
}